Record 1
{"formula": "C12H17NO", "method": "ωB97M-V/def2-TZVPD", "charge": 0, "e_above_lowest_kj_mol": 475.7, "e_tot_ha": -597.30355, "smiles": "CN[C@H]1CCc2c(O)cccc2[C@H]1C", "orbital_gap_ev": 9.26, "lumo_ev": 0.7637, "symbols": ["C", "N", "C", "C", "C", "C", "C", "O", "C", "C", "C", "C", "C", "C", "H", "H", "H", "H", "H", "H", "H", "H", "H", "H", "H", "H", "H", "H", "H", "H", "H"], "xyz": [[2.95, -0.87, 1.41], [1.86, -0.01, 1.10], [1.40, -0.40, -0.31], [0.58, -1.71, -0.11], [-0.75, -1.73, -0.92], [-1.50, -0.48, -0.43], [-2.78, -0.50, 0.07], [-3.49, -1.77, 0.11], [-3.44, 0.57, 0.77], [-2.73, 1.80, 0.91], [-1.42, 1.90, 0.28], [-0.79, 0.78, -0.19], [0.57, 0.76, -0.96], [1.47, 2.10, -1.07], [3.05, -0.68, 2.67], [2.88, -2.11, 1.15], [4.00, -0.55, 0.69], [1.95, 1.08, 1.31], [2.20, -0.67, -0.99], [0.53, -2.01, 0.97], [1.29, -2.54, -0.50], [-1.13, -2.65, -0.56], [-0.63, -1.69, -1.99], [-2.97, -2.24, -0.75], [-4.43, 0.48, 1.09], [-3.16, 2.65, 1.29], [-0.80, 2.79, 0.49], [0.26, 0.40, -1.98], [1.08, 2.81, -1.91], [2.40, 1.73, -1.49], [1.56, 2.74, -0.16]], "mulliken_charge": [-0.81, -0.24, -0.09, -1.03, -1.52, 0.47, 0.31, -0.65, -0.88, -0.63, -0.83, 0.70, 0.31, -1.52, 0.29, 0.22, 0.23, 0.29, 0.47, 0.51, 0.36, 0.66, 0.29, 0.43, 0.46, 0.51, 0.28, 0.31, 0.33, 0.39, 0.37]}

***

Record 2
{"formula": "C14H26CrN6O6", "method": "ωB97M-V/def2-TZVPD", "charge": 0, "e_above_lowest_kj_mol": 0.0, "e_tot_ha": -2373.29631, "orbital_gap_ev": [6.72, 5.81], "multiplicity": 5, "lumo_ev": [-0.7143, -1.7576], "symbols": ["O", "H", "Cr", "N", "N", "N", "N", "O", "O", "O", "O", "C", "C", "C", "C", "C", "H", "H", "H", "C", "H", "H", "H", "C", "C", "H", "H", "H", "H", "H", "H", "H", "H", "C", "H", "H", "H", "O", "H", "H", "N", "C", "C", "C", "C", "C", "N", "H", "H", "H", "H", "H", "H"], "xyz": [[-2.05, -2.17, -2.83], [-2.47, -2.97, -3.18], [-0.12, -0.68, -0.27], [-1.64, 0.31, -1.14], [0.82, 0.24, -1.81], [-0.67, -1.27, 1.61], [1.66, -0.91, 0.64], [-2.75, 0.65, -0.61], [-1.88, -1.25, 2.10], [2.89, -0.74, 0.10], [2.11, 0.42, -2.00], [-0.01, 0.70, -2.78], [-1.37, 0.70, -2.43], [0.35, -1.58, 2.44], [1.64, -1.32, 1.92], [-2.50, 1.07, -3.31], [-3.07, 0.17, -3.58], [-2.12, 1.53, -4.22], [-3.16, 1.77, -2.79], [0.58, 1.19, -4.06], [1.10, 0.37, -4.57], [1.30, 1.99, -3.88], [-0.20, 1.56, -4.72], [0.10, -2.04, 3.84], [2.88, -1.43, 2.75], [-0.91, -2.45, 3.94], [0.22, -1.19, 4.53], [0.84, -2.79, 4.12], [3.73, -0.97, 2.24], [3.11, -2.49, 2.94], [2.73, -0.93, 3.71], [-2.51, -1.68, 0.71], [2.64, -0.30, -0.83], [0.05, -2.41, -1.44], [-0.43, -2.40, -2.42], [-0.37, -3.22, -0.82], [1.14, -2.56, -1.54], [-2.52, -2.15, -0.19], [-2.34, -2.12, -1.88], [-3.02, -2.97, -0.03], [2.21, 2.23, 0.08], [1.15, 2.36, 0.90], [1.14, 3.42, 1.84], [0.06, 3.59, 2.69], [-1.01, 2.70, 2.55], [-0.95, 1.71, 1.58], [0.13, 1.47, 0.82], [2.21, 1.62, -0.75], [2.93, 2.94, 0.14], [2.01, 4.08, 1.84], [0.04, 4.39, 3.43], [-1.91, 2.74, 3.17], [-1.81, 1.07, 1.40]], "mulliken_spin": [0.00, 0.00, 3.20, 0.00, 0.20, -0.07, -0.03, 0.45, -0.01, 0.01, 0.25, -0.01, 0.12, 0.08, 0.03, 0.01, 0.01, 0.00, 0.01, 0.02, -0.01, -0.01, 0.00, -0.01, 0.00, 0.00, 0.00, 0.00, 0.00, 0.00, 0.00, 0.00, 0.00, -0.28, 0.01, 0.02, 0.02, 0.00, 0.00, 0.01, 0.00, 0.00, 0.00, 0.00, 0.00, 0.01, -0.04, 0.01, 0.00, 0.00, 0.00, 0.00, 0.00]}

***

Record 3
{"formula": "C42H64Cl6O35S2", "method": "ωB97M-V/def2-TZVPD", "charge": 0, "e_tot_ha": -7829.63527, "orbital_gap_ev": 9.63, "lumo_ev": -0.3189, "symbols": ["C", "Cl", "Cl", "Cl", "H", "C", "Cl", "Cl", "Cl", "H", "C", "C", "C", "O", "C", "O", "O", "H", "H", "H", "H", "H", "H", "C", "C", "C", "O", "C", "O", "O", "H", "H", "H", "H", "H", "H", "C", "C", "C", "O", "C", "O", "O", "H", "H", "H", "H", "H", "H", "C", "C", "C", "O", "C", "O", "O", "H", "H", "H", "H", "H", "H", "C", "C", "C", "O", "C", "O", "O", "H", "H", "H", "H", "H", "H", "C", "C", "C", "O", "C", "O", "O", "H", "H", "H", "H", "H", "H", "C", "C", "C", "O", "C", "O", "O", "H", "H", "H", "H", "H", "H", "C", "C", "C", "O", "C", "O", "O", "H", "H", "H", "H", "H", "H", "C", "C", "C", "O", "C", "O", "O", "H", "H", "H", "H", "H", "H", "C", "C", "O", "S", "O", "O", "O", "H", "H", "H", "H", "C", "C", "O", "S", "O", "O", "O", "H", "H", "H", "H"], "xyz": [[-1.13, 5.02, 0.00], [-0.22, 6.43, -0.35], [-2.62, 4.87, -0.91], [-1.44, 4.95, 1.81], [-0.49, 4.19, -0.31], [-4.12, 1.36, 2.49], [-4.15, 2.44, 1.02], [-5.74, 1.19, 2.96], [-3.17, 2.07, 3.77], [-3.69, 0.42, 2.14], [5.00, -2.88, -0.87], [4.22, -3.87, -1.70], [2.76, -3.96, -1.45], [2.20, -3.58, -2.64], [3.14, -3.31, -3.54], [2.98, -2.82, -4.70], [4.34, -3.47, -3.03], [4.22, -2.15, -0.65], [5.93, -2.57, -1.35], [5.31, -3.35, 0.06], [4.61, -4.86, -1.49], [2.45, -3.29, -0.65], [2.47, -4.98, -1.19], [2.29, 0.20, -3.95], [1.15, -0.28, -4.94], [0.05, -1.24, -4.60], [-1.01, -0.78, -5.32], [-0.77, 0.43, -5.79], [-1.46, 1.09, -6.53], [0.41, 0.82, -5.33], [1.88, 0.91, -3.24], [3.12, 0.67, -4.49], [2.77, -0.55, -3.32], [1.58, -0.58, -5.90], [-0.25, -1.38, -3.56], [0.30, -2.20, -5.04], [-3.06, 1.45, -2.74], [-3.82, 1.27, -4.07], [-4.37, -0.13, -4.39], [-5.70, 0.19, -4.81], [-6.05, 1.43, -4.59], [-7.11, 1.96, -4.86], [-5.01, 2.04, -3.91], [-3.07, 2.48, -2.39], [-2.04, 1.10, -2.90], [-3.59, 0.78, -2.06], [-3.34, 1.73, -4.94], [-4.38, -0.95, -3.66], [-3.83, -0.46, -5.27], [2.44, 3.32, 3.52], [2.05, 3.78, 4.95], [0.55, 3.81, 5.27], [0.37, 2.89, 6.27], [1.45, 2.15, 6.46], [1.58, 1.29, 7.31], [2.53, 2.76, 5.81], [2.09, 3.98, 2.72], [2.04, 2.32, 3.34], [3.53, 3.24, 3.46], [2.47, 4.75, 5.20], [0.04, 3.52, 4.35], [0.21, 4.78, 5.65], [-5.26, -2.12, 4.81], [-4.19, -2.77, 3.91], [-4.75, -3.96, 2.98], [-4.19, -3.68, 1.71], [-3.48, -2.54, 1.71], [-3.07, -1.86, 0.76], [-3.43, -2.01, 2.96], [-5.81, -2.82, 5.44], [-5.92, -1.67, 4.08], [-4.93, -1.32, 5.48], [-3.61, -3.34, 4.64], [-5.83, -3.90, 2.84], [-4.42, -4.87, 3.48], [3.40, 3.90, -2.07], [2.34, 4.72, -2.85], [2.45, 4.58, -4.35], [1.13, 4.32, -4.71], [0.33, 4.16, -3.60], [-0.88, 3.93, -3.64], [1.04, 4.29, -2.50], [3.16, 2.83, -2.12], [3.46, 4.17, -1.02], [4.34, 4.00, -2.62], [2.43, 5.80, -2.68], [3.15, 3.76, -4.54], [2.87, 5.50, -4.76], [3.31, 6.44, 0.66], [4.77, 6.21, 0.24], [5.79, 7.19, 0.79], [6.80, 6.29, 1.31], [6.32, 5.09, 1.32], [6.87, 4.16, 1.90], [5.15, 4.98, 0.74], [2.62, 5.63, 0.43], [2.99, 7.31, 0.09], [3.12, 6.74, 1.69], [4.83, 6.25, -0.85], [5.40, 7.89, 1.53], [6.15, 7.78, -0.05], [0.98, -3.42, 7.06], [0.47, -3.02, 5.62], [-1.01, -3.25, 5.35], [-1.38, -1.98, 5.00], [-0.42, -1.06, 4.99], [-0.50, 0.20, 4.68], [0.61, -1.57, 5.54], [1.19, -4.48, 7.21], [0.12, -3.19, 7.69], [1.83, -2.82, 7.37], [1.12, -3.41, 4.84], [-1.48, -3.75, 6.19], [-1.02, -3.91, 4.48], [0.68, -1.52, -0.59], [0.20, -0.10, -0.32], [-0.19, 0.09, 1.17], [0.17, 1.42, 1.44], [0.99, 1.86, 0.44], [1.60, 2.89, 0.37], [1.16, 0.92, -0.54], [1.45, -1.79, 0.13], [1.04, -1.49, -1.62], [-0.12, -2.22, -0.39], [-0.69, -0.05, -0.95], [0.22, -0.62, 1.89], [-1.26, -0.04, 1.36], [-0.26, -6.15, -0.10], [-0.37, -6.82, 1.28], [0.11, -5.89, 2.29], [0.78, -4.51, 1.66], [2.16, -4.82, 1.33], [0.35, -3.37, 2.43], [-0.14, -4.78, 0.30], [-1.13, -6.21, -0.75], [0.58, -6.52, -0.69], [0.35, -7.64, 1.26], [-1.37, -7.22, 1.46], [-4.70, -3.83, -4.46], [-3.32, -4.31, -4.86], [-2.44, -3.49, -4.08], [-2.99, -3.17, -2.63], [-2.74, -1.79, -2.24], [-2.48, -4.18, -1.71], [-4.63, -3.40, -3.09], [-5.45, -4.61, -4.56], [-5.17, -3.03, -5.03], [-3.12, -4.17, -5.92], [-3.09, -5.32, -4.54]], "mulliken_charge": [1.15, -0.13, -0.09, -0.12, -0.97, 1.16, -0.10, -0.16, -0.07, -0.96, -1.10, 0.44, 1.03, -0.05, 0.36, -0.62, -0.33, 0.14, 0.34, 0.38, 0.26, -0.67, -0.05, -0.72, 0.53, 0.32, -0.26, 0.46, -0.63, -0.33, -0.11, 0.52, -0.09, 0.33, -0.23, 0.23, -0.47, 0.56, 0.12, -0.41, 0.49, -0.62, -0.47, 0.02, -0.16, 0.45, 0.28, 0.00, 0.15, -0.97, 0.40, -0.10, -0.32, 0.65, -0.59, -0.39, 0.23, -0.01, 0.40, 0.32, 0.00, 0.32, -1.63, 0.79, -0.41, -0.38, 0.30, -0.26, 0.15, 0.36, 0.37, 0.34, -0.20, 0.33, 0.31, -0.63, 0.72, -0.50, -0.33, 0.24, -0.52, 0.32, -0.07, -0.41, 0.64, 0.07, 0.29, 0.32, -1.16, 0.76, -0.44, -0.32, 0.51, -0.63, -0.18, -0.11, 0.41, 0.51, 0.09, 0.25, 0.34, -1.51, 0.54, -0.39, -0.08, 0.38, -0.39, -0.30, 0.36, 0.38, 0.36, 0.07, 0.45, 0.21, -0.68, 1.19, 0.75, 0.34, -0.01, -0.39, -0.38, 0.56, -0.12, 0.20, -0.75, -0.29, -0.51, -0.27, -0.36, -0.41, 0.77, -0.61, -0.13, -0.05, 0.24, 0.21, 0.29, 0.30, -0.35, -0.39, -0.30, 0.81, -0.05, -0.49, -0.36, 0.36, 0.24, 0.35, 0.27]}

***

Record 4
{"formula": "C38H50Cl5N3PtSi2Te2", "method": "ωB97M-V/def2-TZVPD", "charge": 2, "e_above_lowest_kj_mol": 143.8, "e_tot_ha": -5176.92023, "orbital_gap_ev": [7.88, 5.18], "multiplicity": 5, "lumo_ev": [-4.0972, -7.4089], "symbols": ["Pt", "C", "N", "C", "C", "C", "C", "C", "C", "C", "N", "C", "C", "C", "C", "C", "C", "N", "C", "C", "H", "H", "H", "H", "H", "H", "H", "H", "H", "H", "H", "H", "H", "H", "H", "H", "H", "H", "H", "H", "Cl", "C", "C", "C", "Cl", "C", "Cl", "C", "Cl", "C", "Cl", "C", "Te", "C", "C", "C", "C", "C", "C", "C", "H", "H", "H", "H", "H", "H", "H", "H", "C", "Si", "C", "C", "C", "Te", "C", "Si", "C", "C", "C", "H", "H", "H", "H", "H", "H", "H", "H", "H", "H", "H", "H", "H", "H", "H", "H", "H", "H", "H", "H", "H", "H"], "xyz": [[0.09, 2.20, -0.10], [-0.35, 2.68, 3.01], [0.52, 1.76, 2.26], [0.22, 0.35, 2.33], [1.91, 1.96, 2.40], [2.50, 2.24, 3.63], [3.89, 2.36, 3.67], [4.65, 2.17, 2.55], [4.09, 1.80, 1.36], [2.69, 1.77, 1.26], [2.03, 1.56, 0.06], [2.39, 0.67, -0.92], [3.08, -0.53, -0.66], [3.35, -1.46, -1.68], [2.91, -1.23, -2.96], [2.18, -0.03, -3.30], [1.86, 0.85, -2.25], [1.13, 2.01, -2.37], [1.99, 3.18, -2.55], [0.18, 1.95, -3.50], [-0.27, 2.56, 4.11], [-1.40, 2.47, 2.69], [-0.07, 3.73, 2.71], [0.37, -0.14, 3.35], [0.86, -0.14, 1.66], [-0.83, 0.30, 2.02], [1.90, 2.27, 4.52], [4.33, 2.56, 4.65], [5.74, 2.28, 2.67], [4.74, 1.62, 0.49], [3.53, -0.62, 0.32], [3.91, -2.35, -1.55], [3.33, -1.80, -3.79], [1.86, 0.22, -4.31], [2.62, 3.05, -3.40], [2.62, 3.31, -1.67], [1.37, 4.06, -2.70], [0.66, 1.84, -4.50], [-0.38, 2.87, -3.60], [-0.53, 1.08, -3.32], [-0.76, -0.66, -0.93], [-2.18, 0.35, -0.55], [-1.98, 1.72, -0.16], [-3.17, 2.32, 0.30], [-3.15, 3.98, 0.83], [-4.38, 1.71, 0.33], [-5.80, 2.43, 0.97], [-4.57, 0.44, -0.30], [-6.09, -0.24, -0.45], [-3.42, -0.24, -0.63], [-3.63, -1.88, -1.10], [-0.42, 5.91, -1.50], [0.85, 4.94, -0.18], [-0.07, 6.15, 1.39], [-1.04, 7.08, 0.66], [-1.88, 7.92, 1.37], [-2.80, 8.76, 0.78], [-2.80, 8.78, -0.64], [-2.04, 7.91, -1.37], [-1.17, 7.03, -0.75], [-1.20, 5.24, -1.88], [0.00, 6.30, -2.45], [0.60, 6.64, 2.04], [-0.59, 5.35, 1.93], [-1.75, 7.99, 2.49], [-3.39, 9.41, 1.39], [-3.43, 9.51, -1.07], [-2.06, 8.00, -2.44], [-3.19, -7.94, -2.05], [-2.89, -6.07, -1.81], [-3.37, -4.92, -3.23], [-3.60, -5.61, -0.12], [-0.90, -6.11, -1.61], [-0.30, -4.48, -0.48], [0.18, -5.33, 1.31], [2.10, -5.31, 1.73], [2.60, -3.47, 1.61], [2.86, -6.26, 0.38], [2.25, -5.97, 3.50], [-4.10, -8.04, -2.66], [-3.37, -8.47, -1.08], [-2.43, -8.55, -2.50], [-4.40, -5.17, -3.49], [-2.88, -5.13, -4.16], [-3.25, -3.83, -2.95], [-4.67, -5.62, -0.22], [-3.26, -4.59, 0.31], [-3.31, -6.42, 0.47], [-0.54, -6.05, -2.60], [-0.52, -6.92, -0.99], [-0.30, -6.35, 1.30], [-0.31, -4.60, 2.05], [2.40, -2.99, 0.69], [3.68, -3.59, 1.73], [2.30, -2.80, 2.43], [2.16, -6.25, -0.49], [3.07, -7.24, 0.65], [3.72, -5.82, -0.13], [1.71, -5.42, 4.26], [3.29, -5.89, 3.82], [1.89, -7.04, 3.66]], "mulliken_spin": [1.19, -0.02, 0.15, 0.03, 0.00, -0.03, 0.09, -0.04, 0.10, 0.02, 0.62, 0.04, 0.15, -0.05, 0.16, -0.06, 0.06, 0.14, 0.03, -0.01, 0.00, 0.00, 0.01, 0.00, -0.02, -0.01, 0.00, 0.00, 0.00, 0.00, 0.01, 0.00, 0.00, 0.00, 0.00, -0.02, 0.01, 0.00, 0.00, 0.01, 0.04, -0.05, 0.11, 0.01, 0.00, 0.00, 0.00, 0.00, 0.00, -0.01, 0.01, -0.01, 0.32, 0.00, 0.00, 0.01, 0.00, 0.00, 0.01, 0.01, 0.01, 0.00, 0.00, 0.01, 0.00, 0.00, 0.00, 0.00, 0.01, 0.03, 0.01, 0.03, 0.01, 0.83, 0.00, 0.01, 0.02, 0.02, 0.01, 0.00, 0.00, 0.00, 0.00, 0.00, 0.00, 0.00, -0.01, 0.01, 0.01, -0.01, -0.02, 0.02, 0.01, 0.00, 0.00, 0.00, 0.00, 0.00, 0.00, 0.00, 0.00]}

***

Record 5
{"formula": "C4H5NO", "method": "ωB97M-V/def2-TZVPD", "charge": 0, "e_above_lowest_kj_mol": 215.9, "e_tot_ha": -285.33234, "smiles": "C=CC#N.C=O", "orbital_gap_ev": 10.34, "lumo_ev": -0.0635, "symbols": ["C", "C", "C", "N", "H", "H", "H", "C", "O", "H", "H"], "xyz": [[-0.85, -1.16, -0.63], [-0.76, -0.36, 0.43], [0.19, -0.76, 1.43], [0.85, -1.23, 2.25], [-1.71, -1.10, -1.25], [-0.14, -1.95, -0.82], [-1.42, 0.48, 0.64], [0.97, 1.53, -0.52], [0.11, 2.04, -1.18], [1.15, 1.81, 0.54], [1.61, 0.71, -0.89]], "mulliken_charge": [-0.48, -0.46, 0.39, -0.39, 0.26, 0.27, 0.38, -0.12, -0.40, 0.28, 0.26]}

***

What did the first record say?
{"formula": "C12H17NO", "method": "ωB97M-V/def2-TZVPD", "charge": 0, "e_above_lowest_kj_mol": 475.7, "e_tot_ha": -597.30355, "smiles": "CN[C@H]1CCc2c(O)cccc2[C@H]1C", "orbital_gap_ev": 9.26, "lumo_ev": 0.7637, "symbols": ["C", "N", "C", "C", "C", "C", "C", "O", "C", "C", "C", "C", "C", "C", "H", "H", "H", "H", "H", "H", "H", "H", "H", "H", "H", "H", "H", "H", "H", "H", "H"], "xyz": [[2.95, -0.87, 1.41], [1.86, -0.01, 1.10], [1.40, -0.40, -0.31], [0.58, -1.71, -0.11], [-0.75, -1.73, -0.92], [-1.50, -0.48, -0.43], [-2.78, -0.50, 0.07], [-3.49, -1.77, 0.11], [-3.44, 0.57, 0.77], [-2.73, 1.80, 0.91], [-1.42, 1.90, 0.28], [-0.79, 0.78, -0.19], [0.57, 0.76, -0.96], [1.47, 2.10, -1.07], [3.05, -0.68, 2.67], [2.88, -2.11, 1.15], [4.00, -0.55, 0.69], [1.95, 1.08, 1.31], [2.20, -0.67, -0.99], [0.53, -2.01, 0.97], [1.29, -2.54, -0.50], [-1.13, -2.65, -0.56], [-0.63, -1.69, -1.99], [-2.97, -2.24, -0.75], [-4.43, 0.48, 1.09], [-3.16, 2.65, 1.29], [-0.80, 2.79, 0.49], [0.26, 0.40, -1.98], [1.08, 2.81, -1.91], [2.40, 1.73, -1.49], [1.56, 2.74, -0.16]], "mulliken_charge": [-0.81, -0.24, -0.09, -1.03, -1.52, 0.47, 0.31, -0.65, -0.88, -0.63, -0.83, 0.70, 0.31, -1.52, 0.29, 0.22, 0.23, 0.29, 0.47, 0.51, 0.36, 0.66, 0.29, 0.43, 0.46, 0.51, 0.28, 0.31, 0.33, 0.39, 0.37]}